{"formula": "H4O2Tl", "method": "ωB97M-V/def2-TZVPD", "total_charge": 3, "gap_ev": 3.61, "molar_mass_g_mol": 240.41, "relative_energy_ev": 2.186, "lumo_energy_ev": -23.770, "elements": ["H", "H", "H", "Tl", "H", "O", "O"], "xyz": [[1.891807, 2.944344, -0.285549], [-0.702763, -3.449776, 1.131101], [0.883347, 3.324224, -1.348849], [-0.188313, 0.091524, 0.052971], [-1.910563, -2.905186, 0.398621], [-1.067253, -2.642756, 0.767661], [1.093737, 2.637624, -0.715959]], "forces_ev_per_a": [[1.28, 0.71, 1.51], [1.56, -1.71, 0.31], [-1.29, 1.60, -0.96], [0.01, -0.02, 0.01], [-1.56, -0.50, -1.21], [-0.14, 2.51, 1.00], [0.14, -2.60, -0.66]]}